Here is 4 unconnected molecules or ions with the total composition C5H16NO5 at a distorted geometry from OMol25. Energies are from the ωB97M-V functional and the def2-TZVPD basis.

Cartesian coordinates (Å):
C 1.10 0.69 -0.39
C 2.53 0.42 0.06
C 0.91 0.42 -1.87
N -0.39 0.20 -2.28
C -1.57 0.52 -1.51
C -2.18 -0.57 -0.60
O -1.32 -1.01 0.38
O 1.81 0.13 -2.64
H 0.70 1.66 -0.09
H 0.44 -0.03 0.09
H 3.03 1.24 0.59
H 3.14 0.15 -0.78
H 2.60 -0.40 0.77
H -0.48 -0.50 -3.01
H -1.31 1.32 -0.82
H -2.37 0.88 -2.11
H -2.54 -1.42 -1.18
H -3.07 -0.05 -0.17
H 0.81 1.78 1.72
H 1.32 1.97 3.10
O 1.20 2.47 2.28
H -1.90 -0.85 1.95
H -2.59 0.16 2.88
O -1.88 -0.48 2.88
H -0.13 -2.20 2.13
H -0.53 -2.77 0.78
O 0.05 -2.95 1.55

For the HOMO-LUMO gap, the calculation gives 7.77 eV. As for the spin multiplicity: 1. As for the charge: -1. The value obtained for the lowest unoccupied orbital energy is 3.5 eV. The molar mass comes out at 170.2 g mol⁻¹.